Entry from OMol25: one molecule with the formula C6H8N4O (wB97M-V/def2-TZVPD).

```
19
C6H8N4O | OMol25 | wB97M-V/def2-TZVPD
C 0.50145 0.82878 0.25974
C 0.51681 0.55854 -1.14170
C 1.97067 0.63753 -1.64376
C -0.75625 -0.63882 1.57836
C -1.12443 -2.19592 0.93477
C -0.06808 -2.42548 -0.04695
H 0.90924 0.08257 1.00340
H 0.72036 1.81749 0.49581
H -0.10776 1.25092 -1.73635
H 0.47893 -0.41641 -1.21594
H 0.06695 -0.59950 2.31710
H -1.73173 -0.78996 2.31509
H -2.25766 -2.31266 0.55578
H -1.15933 -2.80678 1.84935
N -1.73924 1.70379 1.07389
N -0.84439 0.51412 0.63347
N 3.13601 0.90238 -1.87040
N 0.50314 -2.74315 -1.02000
O -1.31858 2.56831 0.38179
```

Output
Structure (SMILES) ... N#CCCN(CCC#N)N=O
Orbital gap ... 0.3529 Ha
F_max ... 6.9 eV Å⁻¹
HOMO level ... -10.12 eV
Relative energy (zero: lowest compared OMol25 entry of this formula, charge and spin) ... 664.43 kJ/mol

Table of Mulliken atomic charges, one value per atom, all in e:
1 C -0.806
2 C 0.127
3 C 0.068
4 C -0.716
5 C -0.454
6 C 0.287
7 H 0.391
8 H 0.537
9 H 0.334
10 H -0.007
11 H 0.378
12 H 0.278
13 H 0.291
14 H 0.374
15 N 0.010
16 N 0.167
17 N -0.492
18 N -0.453
19 O -0.313

***

Entry from OMol25: a 2-piece molecular cluster, C3H6O2 overall (wB97M-V/def2-TZVPD).

```
11
C3H6O2 | OMol25 | wB97M-V/def2-TZVPD
C 1.27428 2.56713 0.26175
C 1.90565 2.73663 1.39359
H 0.69773 1.69847 -0.14412
H 1.15406 3.38465 -0.42616
H 1.97202 2.00509 2.10729
H 2.11585 3.77877 1.76378
O -1.73190 -2.56662 -2.27438
C -2.05223 -3.36849 -1.44607
O -1.57635 -3.32945 -0.19562
H -2.81693 -4.16693 -1.23782
H -0.94217 -2.73926 0.19774
```

Output
Structure (SMILES) ... O=CO.C=C
Orbital gap ... 0.4010 Ha
F_max ... 2.8 eV Å⁻¹
HOMO level ... -10.30 eV
Relative energy (zero: lowest compared OMol25 entry of this formula, charge and spin) ... 218.17 kJ/mol

Table of Mulliken atomic charges, one value per atom, all in e:
1 C -0.424
2 C -0.427
3 H 0.187
4 H 0.194
5 H 0.276
6 H 0.195
7 O -0.498
8 C 0.349
9 O -0.431
10 H 0.266
11 H 0.313

***

Entry from OMol25: one molecule with the formula C27H34O11 (wB97M-V/def2-TZVPD).

```
72
C27H34O11 | OMol25 | wB97M-V/def2-TZVPD
C -7.52174 -3.54929 0.09540
H -7.75189 -3.67132 -0.96849
O -7.42212 -2.19402 0.45217
C -6.46555 -1.43569 -0.15049
C -5.56055 -1.88828 -1.09426
C -4.62296 -1.02653 -1.64635
C -4.57510 0.30139 -1.26824
C -5.48550 0.76449 -0.32025
C -6.42713 -0.07873 0.24271
O -7.35004 0.28826 1.17217
C -7.36708 1.62432 1.60887
H -7.57611 2.31596 0.78579
H -6.42386 1.90584 2.08918
H -8.17219 1.68297 2.33937
H -5.45451 1.80509 -0.03554
C -3.53094 1.22339 -1.83484
H -3.47882 1.09750 -2.91886
H -3.79469 2.26170 -1.62334
C -2.14503 0.92457 -1.23993
H -1.85945 -0.09720 -1.49167
C -2.11838 1.15554 0.27239
C -1.50906 2.54498 0.40263
O -1.49692 3.23492 1.38236
O -0.96050 2.92495 -0.75663
C -1.08977 1.91947 -1.75034
H -1.38277 2.41024 -2.68108
H -0.11226 1.44488 -1.88709
H -3.12290 1.16048 0.70082
C -1.27586 0.12931 1.05673
C 0.13602 0.06543 0.54778
C 0.55106 -0.94334 -0.30287
C 1.84075 -0.95142 -0.81950
C 2.71779 0.06426 -0.49514
C 2.31748 1.08538 0.39086
C 1.03542 1.06846 0.90538
H 0.71714 1.83166 1.59628
O 3.27109 2.01920 0.66998
C 2.91845 3.09682 1.50943
H 3.79801 3.73728 1.54669
H 2.67577 2.75129 2.51863
H 2.07307 3.65923 1.10365
O 4.00292 0.19058 -0.96073
C 4.69650 -0.94073 -1.44138
O 4.60342 -2.03156 -0.58230
C 5.50666 -2.05584 0.52489
C 6.00211 -0.66538 0.93614
O 6.95733 -0.86848 1.95067
H 7.25105 -0.00573 2.26567
C 6.60795 0.11766 -0.25113
O 6.29318 1.48578 -0.19658
H 5.32565 1.57788 -0.14592
C 6.15742 -0.48135 -1.60698
O 6.30656 0.44380 -2.63631
H 6.23049 1.32568 -2.23275
H 6.75462 -1.36449 -1.85884
H 7.70111 0.06644 -0.18844
H 5.14445 -0.09838 1.33251
C 4.74447 -2.71642 1.68596
O 3.57101 -2.01958 2.00157
H 3.05132 -1.94258 1.18970
H 4.51825 -3.75410 1.40687
H 5.37446 -2.70463 2.57580
H 6.37988 -2.67197 0.27058
H 4.27576 -1.26749 -2.40368
H 2.15707 -1.75000 -1.47121
H -0.12533 -1.74220 -0.56743
H -1.27863 0.42503 2.10759
H -1.75534 -0.84695 0.96867
H -3.93116 -1.40326 -2.38485
H -5.57427 -2.91781 -1.41407
H -6.60441 -4.09860 0.33328
H -8.34287 -3.94880 0.68832
```

Output
Structure (SMILES) ... COc1ccc(C[C@H]2COC(=O)[C@@H]2Cc2ccc(O[C@@H]3O[C@H](CO)[C@@H](O)[C@H](O)[C@@H]3O)c(OC)c2)cc1OC
Orbital gap ... 0.3216 Ha
F_max ... 0.9 eV Å⁻¹
HOMO level ... -8.18 eV
Relative energy (zero: lowest compared OMol25 entry of this formula, charge and spin) ... 0.00 kJ/mol

Table of Mulliken atomic charges, one value per atom, all in e:
1 C -0.942
2 H 0.368
3 O -0.424
4 C 1.074
5 C -0.699
6 C -0.905
7 C -0.149
8 C -0.330
9 C 0.796
10 O -0.459
11 C -0.875
12 H 0.341
13 H 0.351
14 H 0.240
15 H 0.418
16 C -1.555
17 H 0.458
18 H 0.377
19 C 0.396
20 H 0.365
21 C 1.397
22 C -0.158
23 O -0.641
24 O -0.388
25 C -0.663
26 H 0.511
27 H 0.025
28 H 0.396
29 C -2.679
30 C 0.105
31 C -0.280
32 C -0.646
33 C 0.885
34 C 0.840
35 C -0.513
36 H 0.591
37 O -0.424
38 C -1.080
39 H 0.245
40 H 0.390
41 H 0.405
42 O -0.422
43 C -0.150
44 O -0.441
45 C -0.112
46 C 0.570
47 O -0.624
48 H 0.396
49 C -0.463
50 O -0.693
51 H 0.440
52 C -0.421
53 O -0.682
54 H 0.442
55 H 0.556
56 H 0.534
57 H 0.000
58 C -0.864
59 O -0.502
60 H 0.304
61 H 0.294
62 H 0.500
63 H 0.407
64 H 0.572
65 H 0.357
66 H 0.494
67 H 0.466
68 H 0.434
69 H 0.456
70 H 0.388
71 H 0.365
72 H 0.234

***

Entry from OMol25: C34H9Br4F15GeMnN4O4S2 as an isolated structure (wB97M-V/def2-TZVPD).

```
74
C34H9Br4F15GeMnN4O4S2 | OMol25 | wB97M-V/def2-TZVPD
Mn -1.34991 -0.03406 -0.73878
Br -7.23173 0.29526 2.90267
C -5.89464 -0.20920 1.65465
C -6.08948 -1.27534 0.79960
Br -7.70816 -2.26529 0.84146
C -5.07904 -1.63149 -0.11136
Br -5.27187 -3.08639 -1.31114
C -3.87392 -0.93674 -0.18656
O -2.91099 -1.22391 -1.00343
C -3.67855 0.19045 0.69526
O -2.55588 0.83925 0.57950
C -4.68757 0.51269 1.59409
Br -4.34119 1.97970 2.74670
N -1.96743 7.10505 2.36962
C -1.24304 5.98472 1.91755
C 0.05864 6.13265 1.44495
C 0.75038 5.03586 0.95479
C 0.14986 3.78897 0.94815
C -1.15189 3.62760 1.40573
C -1.84275 4.72744 1.88323
S 1.05189 2.38111 0.35833
O 2.20285 2.88464 -0.34790
O 1.29896 1.52416 1.49380
N 0.01074 1.60477 -0.58581
C -0.56740 2.22010 -1.63543
N -0.29525 3.44159 -2.10473
C -1.02290 3.83198 -3.14445
C -2.00929 3.06025 -3.73714
C -2.23964 1.81302 -3.16841
N -1.53589 1.40270 -2.13634
H -1.38576 7.81258 2.79152
H -2.73064 6.85894 2.98155
H 0.52151 7.11402 1.44575
H 1.75262 5.13639 0.56049
H -1.63864 2.65697 1.36153
H -2.86523 4.60557 2.22301
H -0.80413 4.82663 -3.52398
H -2.58009 3.41335 -4.58296
H -3.00171 1.13248 -3.53162
F 2.90181 0.36402 -1.83368
C 3.76413 -0.64462 -1.84001
C 3.40139 -1.89753 -1.36460
C 4.40101 -2.85317 -1.35048
F 4.17602 -4.07991 -0.84511
C 5.68056 -2.61582 -1.81609
F 6.61880 -3.57584 -1.78704
C 5.99641 -1.36460 -2.30865
F 7.23160 -1.11523 -2.76285
C 5.03833 -0.37081 -2.31658
F 5.35635 0.84362 -2.77795
Ge 1.51384 -2.20743 -0.79034
S 0.12130 -1.36760 -2.15899
C 1.29462 -4.19627 -0.75895
C 1.55464 -4.90036 -1.92234
F 2.06123 -4.26391 -2.99014
C 1.33249 -6.25743 -2.05106
F 1.61046 -6.90322 -3.19250
C 0.82041 -6.96006 -0.97552
F 0.59962 -8.27648 -1.07662
C 0.53927 -6.29627 0.20111
F 0.04344 -6.97700 1.24230
C 0.77545 -4.93268 0.28768
F 0.47181 -4.35366 1.45884
C 1.44470 -1.62737 1.10536
C 0.22950 -1.32345 1.68895
F -0.90632 -1.46118 0.97329
C 0.08636 -0.88705 2.98861
F -1.10925 -0.59810 3.49573
C 1.22194 -0.73347 3.75987
F 1.12706 -0.29791 5.01910
C 2.45928 -1.02652 3.22395
F 3.55969 -0.88327 3.97738
C 2.55070 -1.47237 1.91859
F 3.78851 -1.76554 1.47483
```

Output
Charge ... -2
Orbital gap (spin up / spin down) ... 0.2172 / 0.2151 Ha
Spin multiplicity ... 2
F_max ... 0.2 eV Å⁻¹
HOMO level (spin up / spin down) ... -2.02 / -1.97 eV
Relative energy (zero: lowest compared OMol25 entry of this formula, charge and spin) ... 0.00 kJ/mol

Table of Mulliken atomic charges, one value per atom, all in e:
1 Mn 0.665
2 Br -0.243
3 C 0.139
4 C 0.194
5 Br -0.237
6 C -0.119
7 Br -0.186
8 C 0.614
9 O -0.929
10 C -0.322
11 O 0.038
12 C -0.192
13 Br -0.163
14 N -0.624
15 C 1.092
16 C -0.762
17 C -0.510
18 C -0.553
19 C 0.166
20 C -0.707
21 S 1.536
22 O -0.797
23 O -0.655
24 N 0.240
25 C 0.441
26 N -0.525
27 C -0.286
28 C -0.880
29 C -0.035
30 N -0.214
31 H 0.220
32 H 0.244
33 H 0.274
34 H 0.494
35 H -0.055
36 H 0.149
37 H 0.407
38 H 0.359
39 H 0.549
40 F -0.074
41 C 0.082
42 C -0.504
43 C 0.460
44 F -0.366
45 C 0.112
46 F -0.330
47 C 0.758
48 F -0.328
49 C -0.237
50 F -0.312
51 Ge 1.847
52 S -0.658
53 C -0.861
54 C 0.374
55 F -0.359
56 C 0.018
57 F -0.316
58 C 0.715
59 F -0.329
60 C -0.088
61 F -0.312
62 C 0.599
63 F -0.256
64 C -0.728
65 C 0.561
66 F -0.828
67 C 0.140
68 F -0.338
69 C 0.693
70 F -0.367
71 C 0.152
72 F -0.366
73 C 0.946
74 F -0.331

***

Entry from OMol25: one molecule with the formula C4H9NO (wB97M-V/def2-TZVPD).

```
15
C4H9NO | OMol25 | wB97M-V/def2-TZVPD
C 2.27596 -0.30622 0.18034
C 1.01528 0.44278 -0.24670
C -0.22086 -0.06490 0.47160
O -0.21454 -0.92050 1.31199
N -1.50824 0.56945 0.12601
C -2.82326 -0.32217 -0.33183
H 2.20533 -1.36693 -0.07355
H 3.15541 0.11228 -0.31832
H 2.42629 -0.23440 1.26140
H 1.11338 1.51644 -0.02645
H 0.85970 0.37247 -1.33156
H -1.39423 1.35454 -0.51498
H -2.66672 -0.41991 -1.41654
H -2.53462 -1.29454 0.10520
H -1.97831 0.89320 0.96175
```

Output
Orbital gap ... 0.2759 Ha
F_max ... 0.7 eV Å⁻¹
HOMO level ... -7.09 eV
Relative energy (zero: lowest compared OMol25 entry of this formula, charge and spin) ... 387.96 kJ/mol

Table of Mulliken atomic charges, one value per atom, all in e:
1 C -1.204
2 C -0.357
3 C 0.430
4 O -0.487
5 N -0.286
6 C -0.756
7 H 0.308
8 H 0.365
9 H 0.304
10 H 0.336
11 H 0.346
12 H 0.321
13 H 0.133
14 H 0.161
15 H 0.387

***

Entry from OMol25: one molecule with the formula CH4BrClOSi (wB97M-V/def2-TZVPD).

```
9
CH4BrClOSi | OMol25 | wB97M-V/def2-TZVPD
C 2.55178 0.43152 -1.49929
O 1.07333 -0.66646 1.04205
Si 0.97145 -0.25494 -0.61163
Cl 3.50134 1.82608 -0.55148
Br 3.36623 -1.48446 -1.10290
H 1.88973 -0.69755 1.60235
H 0.59893 -1.65002 -1.18356
H 3.14377 0.15621 -2.38123
H -0.18524 0.62292 -0.62862
```

Output
Orbital gap ... 0.3565 Ha
F_max ... 2.8 eV Å⁻¹
HOMO level ... -10.34 eV
Relative energy (zero: lowest compared OMol25 entry of this formula, charge and spin) ... 113.83 kJ/mol

Table of Mulliken atomic charges, one value per atom, all in e:
1 C -0.203
2 O -0.501
3 Si 0.603
4 Cl -0.153
5 Br -0.177
6 H 0.329
7 H -0.089
8 H 0.358
9 H -0.167